No. 1
Below is an isolated molecule of C21H30Cl2N4O5, with properties calculated with wB97M-V/def2-TZVPD.

Computed properties:
E   -2333.93503 Ha
Frontier orbital gap   8.28 eV
Energy above the lowest of the compared OMol25 structures with the same formula, charge and spin   0.0 kcal/mol
SMILES   CCOC(=O)CNC(=O)CNC(=O)[C@@H](Cc1ccc(N(CCCl)CCCl)cc1)NC(C)=O
LUMO level   0.535 eV

```
62
C21H30Cl2N4O5 | the Open Molecules 2025 dataset | wB97M-V/def2-TZVPD
C 6.10131 2.13137 1.02582
C 5.85956 2.52951 -0.42157
O 4.71915 1.85299 -0.97052
C 3.53864 2.44558 -0.83808
O 3.34101 3.49729 -0.29013
C 2.44575 1.65416 -1.53607
N 1.16190 2.15367 -1.11562
C 0.04341 1.41805 -1.21703
O 0.01018 0.32977 -1.75739
C -1.19862 2.07479 -0.62835
N -2.29165 1.14074 -0.71880
C -3.40705 1.25312 0.01966
O -3.67266 2.23163 0.69218
C -4.34068 0.04580 -0.04860
C -3.90516 -0.99616 1.01429
C -2.44775 -1.31847 0.88217
C -1.51276 -0.80015 1.76699
C -0.15990 -0.99961 1.58066
C 0.31925 -1.72564 0.48690
N 1.68137 -1.85726 0.25779
C 2.63311 -1.87748 1.34091
C 3.57976 -0.67542 1.36229
Cl 2.72038 0.85874 1.67974
C 2.15706 -2.28716 -1.03026
C 2.21235 -3.81060 -1.22035
Cl 3.75137 -4.50040 -0.61989
C -0.62740 -2.27524 -0.38404
C -1.97796 -2.06990 -0.18791
N -5.68124 0.50713 0.20860
C -6.77644 -0.06399 -0.33668
C -8.06928 0.63318 0.03307
O -6.71609 -1.04637 -1.04634
H 6.27986 1.06169 1.10135
H 5.23742 2.39075 1.63236
H 6.96930 2.66248 1.40517
H 6.69659 2.23513 -1.05790
H 5.69371 3.60853 -0.49556
H 2.52214 0.58809 -1.30949
H 2.57963 1.77602 -2.61959
H 1.18673 3.02778 -0.60697
H -1.42726 2.99108 -1.18685
H -1.02628 2.35141 0.41767
H -2.05046 0.27310 -1.18619
H -4.31540 -0.41555 -1.04085
H -4.11094 -0.58123 2.00291
H -4.52040 -1.88676 0.87298
H -1.84524 -0.20990 2.60919
H 0.52380 -0.54716 2.28029
H 3.26575 -2.76931 1.25334
H 2.10074 -1.93995 2.29089
H 4.31469 -0.79481 2.15773
H 4.08974 -0.55008 0.40714
H 3.16195 -1.88417 -1.19019
H 1.49891 -1.85745 -1.79044
H 1.41619 -4.30741 -0.66820
H 2.15762 -4.07226 -2.27634
H -0.32044 -2.86039 -1.23477
H -2.68342 -2.50314 -0.88272
H -5.73731 1.35223 0.76118
H -8.20620 0.61407 1.11183
H -8.04097 1.66901 -0.29710
H -8.90140 0.12449 -0.44433
```


No. 2
Below is a structure of composition C24H36N8Sr, with properties calculated with wB97M-V/def2-TZVPD.

Computed properties:
E   -1404.59788 Ha
Charge   +2
Frontier orbital gap   9.76 eV
LUMO level   -4.846 eV

```
69
C24H36N8Sr | the Open Molecules 2025 dataset | wB97M-V/def2-TZVPD
Sr -0.07253 0.30378 -0.37999
C -0.07690 -1.68543 2.45147
N 0.99328 -1.38244 1.48415
C 1.52631 -2.61328 0.87870
C 0.67889 -3.18850 -0.22793
C 0.45044 -4.55362 -0.29803
C -0.24993 -5.06768 -1.37745
C -0.69936 -4.19427 -2.35294
C -0.43228 -2.84593 -2.19533
N 0.23952 -2.33333 -1.16060
C 2.09865 -0.70149 2.17743
C 1.70785 0.62652 2.77205
C 2.15627 0.97039 4.03828
C 1.82726 2.20897 4.56414
C 1.04668 3.06213 3.80378
C 0.63694 2.63324 2.55458
N 0.95038 1.44562 2.02524
C -1.37387 -2.11581 1.81216
C -2.03247 -3.26095 2.22692
C -3.25328 -3.58379 1.65301
C -3.77488 -2.75052 0.67857
C -3.04668 -1.62812 0.32266
N -1.87371 -1.30430 0.86887
H -0.28007 -0.77423 3.01808
H 0.25542 -2.44552 3.16993
H 1.70242 -3.37645 1.64701
H 2.50272 -2.37252 0.44988
H 0.82313 -5.20378 0.48224
H -0.43753 -6.13016 -1.45672
H -1.24250 -4.54507 -3.21874
H -0.76878 -2.14286 -2.94647
H 2.89592 -0.54112 1.44633
H 2.52191 -1.33695 2.96583
H 2.75582 0.27102 4.60521
H 2.16791 2.49858 5.54906
H 0.75676 4.03792 4.16617
H 0.02722 3.28924 1.94545
H -1.59601 -3.88834 2.99263
H -3.78881 -4.47115 1.96325
H -4.72397 -2.95837 0.20579
H -3.42875 -0.95188 -0.43594
N 2.47279 0.45590 -1.39703
C 2.51980 1.47556 -2.46604
C 1.87371 2.76512 -1.99678
N 0.41418 2.64339 -1.80009
C -0.27421 2.69239 -3.10704
C -1.49610 1.79589 -3.22150
N -1.13811 0.39093 -2.93384
C -0.03445 3.73822 -0.92087
C -1.49965 3.66812 -0.52346
N -1.84889 2.37513 0.11335
H 3.17288 0.69030 -0.69843
H 2.75310 -0.44565 -1.77166
H 1.99755 1.07491 -3.33672
H 3.54197 1.68639 -2.78861
H 2.10731 3.57603 -2.69788
H 2.32042 3.04747 -1.03954
H 0.43235 2.38493 -3.88069
H -0.55352 3.72397 -3.35310
H -1.91480 1.91545 -4.22402
H -2.27419 2.08412 -2.51722
H -0.47272 0.07472 -3.63628
H -1.95925 -0.19039 -3.07733
H 0.14848 4.71240 -1.39551
H 0.58843 3.70453 -0.02499
H -2.13665 3.80943 -1.39487
H -1.71143 4.51325 0.13589
H -2.83394 2.18194 -0.03711
H -1.76446 2.45599 1.12260
```


Which largest force on an atom belongs to each record? In order, 0.7 0.1 eV/Å.
Which HOMO energy belongs to each record? In order, -0.2845 -0.5367 hartree.
Which molar mass belongs to each record? In order, 489.4 524.2 g mol⁻¹.